Record 1
Computed, not measured: 12 unconnected molecules or ions with the total composition C3H33N2O11 at a distorted geometry, with the ωB97M-V functional and the def2-TZVPD basis.

Each line ends with the natural charge from an NBO analysis.
Positions of all 49 atoms, in Å:
C1 -0.042 3.425 0.160  -0.24
C2 -1.143 3.123 1.155  -0.42
C3 -0.667 2.533 2.479  -0.25
N1 -0.327 1.120 2.446  -0.75
N2 0.401 2.082 -0.218  -0.91
H1 0.753 4.120 0.420  0.22
H2 -0.441 4.098 -0.640  0.19
H3 -1.746 3.987 1.406  0.23
H4 -1.946 2.449 0.754  0.22
H5 0.113 3.160 2.946  0.23
H6 -1.444 2.774 3.240  0.23
H7 -0.028 0.876 1.470  0.47
H8 -1.002 0.411 2.874  0.48
H9 0.480 0.857 3.029  0.46
H10 1.358 1.810 -0.390  0.38
H11 -0.151 1.695 -0.973  0.40
H12 1.642 -1.069 1.130  0.49
H13 1.096 -2.497 0.783  0.49
O1 0.848 -1.611 1.077  -1.00
H14 -0.998 0.984 -2.967  0.48
H15 -0.283 -0.461 -2.795  0.51
O2 -0.405 0.451 -2.436  -1.03
H16 3.807 0.375 0.188  0.48
H17 3.720 -1.156 0.138  0.50
O3 3.870 -0.414 0.740  -0.96
H18 1.743 -0.286 -2.011  0.47
H19 2.384 -1.289 -2.865  0.49
O4 2.629 -0.633 -2.187  -0.96
H20 -0.538 -1.875 -4.400  0.49
H21 -0.434 -2.548 -2.994  0.51
O5 -0.004 -1.901 -3.603  -0.97
H22 -2.762 0.402 -1.516  0.48
H23 -4.157 0.675 -1.480  0.49
O6 -3.441 0.590 -0.828  -0.96
H24 -0.953 -3.573 -1.275  0.47
H25 -0.165 -2.378 -0.890  0.50
O7 -0.070 -3.213 -1.394  -0.95
H26 -2.302 0.155 0.977  0.50
H27 -2.807 -0.916 1.889  0.49
O8 -2.424 -0.035 1.920  -0.96
H28 2.934 0.684 2.030  0.50
H29 2.671 -0.414 3.072  0.49
O9 2.425 0.478 2.821  -0.98
H30 -3.532 -1.561 -0.674  0.50
H31 -2.911 -2.953 -1.073  0.47
O10 -2.849 -1.997 -1.188  -0.97
H32 2.646 -3.008 -0.603  0.47
H33 1.830 -4.024 0.027  0.48
O11 2.621 -3.502 0.230  -0.93

## Properties
Net charge: +1
Energy relative to the best compared isomer or geometry (same formula, charge and spin): 117.7 kJ/mol
Frontier orbital gap: 0.3527 Eh
Calculated total energy: -29143.6518 eV


Record 2
Computed, not measured: a molecular structure, C29H46P2SW at a distorted geometry, with the ωB97M-V functional and the def2-TZVPD basis.

Each line ends with the Löwdin spin population.
Positions of all 79 atoms, in Å:
W1 -0.121 0.784 0.528  0.72
C1 0.501 2.682 -0.841  0.02
C2 -0.875 2.673 -0.402  0.02
C3 0.507 2.849 1.469  0.04
C4 1.339 2.755 0.313  0.01
C5 -0.867 2.797 1.036  0.06
C6 0.993 2.982 -2.227  0.00
H1 0.198 2.945 -2.977  0.00
H2 1.791 2.291 -2.534  0.00
H3 1.422 3.998 -2.277  0.00
C7 2.819 2.920 0.274  0.00
H4 3.248 2.567 -0.671  0.00
H5 3.302 2.360 1.080  0.00
H6 3.109 3.975 0.391  0.00
C8 0.929 3.236 2.844  0.00
H7 0.659 4.281 3.063  0.00
H8 2.010 3.144 2.973  0.00
H9 0.443 2.613 3.602  0.00
C9 -2.042 3.095 1.925  0.02
H10 -2.019 4.137 2.288  0.00
H11 -2.027 2.448 2.810  0.01
H12 -2.994 2.957 1.403  0.00
C10 -2.084 2.876 -1.264  0.01
H13 -2.373 3.938 -1.337  0.00
H14 -2.946 2.346 -0.858  0.00
H15 -1.918 2.526 -2.285  0.00
C11 -0.245 -3.299 -1.378  0.00
C12 -0.526 -2.726 -2.579  0.00
C13 -1.813 -2.928 -3.298  0.00
C14 -3.090 -2.982 -2.396  0.01
C15 -3.065 -2.152 -1.142  0.06
C16 -2.764 -2.644 0.086  0.00
C17 -2.046 -3.941 0.314  0.00
C18 -1.078 -4.393 -0.813  0.00
H16 -1.766 -3.877 -3.868  0.00
H17 -3.329 -4.042 -2.187  0.00
H18 -1.943 -2.132 -4.051  0.00
H19 -1.642 -4.923 -1.598  0.00
H20 0.695 -3.136 -0.861  0.00
H21 0.244 -2.275 -3.195  0.00
H22 -0.394 -5.136 -0.370  0.00
H23 -1.496 -3.885 1.269  0.00
H24 -3.351 -2.353 0.967  0.01
H25 -2.785 -4.756 0.433  0.00
H26 -3.913 -2.607 -3.032  0.00
H27 -3.570 -1.190 -1.242  0.00
P1 0.903 -0.104 -1.715  0.04
C19 2.325 -1.218 -1.991  0.02
C20 -0.199 0.165 -3.188  0.00
P2 -2.057 -0.156 1.540  0.56
C21 -0.261 -0.877 -0.594  0.07
C22 -3.732 0.208 1.009  0.07
C23 -1.872 -1.337 2.913  0.08
H28 3.018 -1.130 -1.145  0.00
H29 2.859 -0.870 -2.883  0.00
H30 2.083 -2.274 -2.116  0.00
H31 -1.049 -0.523 -3.244  0.00
H32 0.393 0.098 -4.112  0.00
H33 -0.610 1.175 -3.104  0.00
H34 -2.252 -2.309 2.599  0.01
H35 -2.389 -0.969 3.804  0.01
H36 -0.811 -1.463 3.161  0.00
H37 0.180 -1.592 0.101  0.00
H38 -1.246 -1.093 -0.982  0.00
H39 -4.159 1.042 1.580  0.02
H40 -4.382 -0.665 1.090  0.01
H41 -3.693 0.503 -0.047  0.00
S1 1.181 0.056 2.390  0.07
C24 2.975 0.185 2.340  0.03
C25 3.673 1.091 3.163  0.00
C26 5.063 1.164 3.093  0.00
C27 5.781 0.323 2.247  -0.01
C28 5.092 -0.631 1.484  0.00
C29 3.696 -0.711 1.536  0.00
H42 3.112 1.697 3.866  0.00
H43 5.590 1.875 3.737  0.00
H44 6.878 0.375 2.206  0.00
H45 5.636 -1.349 0.873  0.00
H46 3.147 -1.482 1.005  0.00

## Properties
Multiplicity: 3
Net charge: +2
Energy relative to the best compared isomer or geometry (same formula, charge and spin): 0.0 kJ/mol
⟨S²⟩: 2.019
Frontier orbital gap (alpha / beta): 0.2181 / 0.2192 Eh
Calculated total energy: -62038.8534 eV


Record 3
Computed, not measured: C5H10N2O2 in the gas phase at a distorted geometry, with the ωB97M-V functional and the def2-TZVPD basis.

Each line ends with the natural charge from an NBO analysis.
Positions of all 19 atoms, in Å:
C1 -2.354 0.779 -0.224  -0.43
N1 -1.917 -0.378 0.546  -0.54
C2 -0.773 -1.025 0.315  0.53
O1 -0.185 -0.959 -0.829  -0.59
H1 -2.356 -0.527 1.442  0.41
H2 -0.518 -1.801 1.045  0.18
H3 -2.130 1.702 0.316  0.22
H4 -1.824 0.776 -1.173  0.24
H5 -3.425 0.711 -0.411  0.21
C3 1.573 0.849 -1.098  -0.67
C4 1.403 -0.423 -0.308  0.41
C5 1.023 0.030 1.327  0.27
N2 2.332 -1.313 -0.255  -0.87
O2 0.880 1.166 1.699  -0.56
H6 2.050 -2.266 -0.466  0.37
H7 1.372 -0.784 2.010  0.11
H8 1.306 0.641 -2.136  0.23
H9 2.611 1.168 -1.045  0.25
H10 0.931 1.654 -0.753  0.22

## Properties
Energy relative to the best compared isomer or geometry (same formula, charge and spin): 482.1 kJ/mol
Frontier orbital gap (alpha / beta): 0.2646 / 0.2645 Eh
Calculated total energy: -12418.4754 eV


Record 4
Computed, not measured: 2 unconnected molecules or ions with the total composition CClF2NO at a distorted geometry, with the ωB97M-V functional and the def2-TZVPD basis.

Each line ends with the natural charge from an NBO analysis.
Positions of all 6 atoms, in Å:
C1 -0.446 -0.342 -0.103  0.59
N1 1.389 0.273 0.352  0.22
O1 1.638 1.408 0.137  -0.19
F1 -0.529 -1.118 0.954  -0.31
F2 -0.507 -1.206 -1.142  -0.32
Cl1 -1.545 0.985 -0.197  0.01

## Properties
Energy relative to the best compared isomer or geometry (same formula, charge and spin): 90.4 kJ/mol
Frontier orbital gap: 0.3096 Eh
Calculated total energy: -22528.4075 eV


Record 5
Computed, not measured: a molecular structure, C14H45BO7Pt at a distorted geometry, with the ωB97M-V functional and the def2-TZVPD basis.

Each line ends with the natural charge from an NBO analysis.
Positions of all 68 atoms, in Å:
Pt1 -1.628 0.822 -0.336  1.44
B1 0.301 -0.137 0.226  -0.97
H1 0.178 0.804 0.740  0.04
H2 -0.471 -0.837 0.507  0.01
H3 0.155 0.005 -0.833  0.03
H4 1.253 -0.577 0.480  0.09
C1 -0.528 4.584 -2.051  -0.63
C2 -0.057 3.745 -0.845  -0.14
O1 -1.092 3.006 -0.198  -0.30
H5 -1.186 5.415 -1.798  0.23
H6 -0.990 3.968 -2.823  0.21
H7 0.246 5.195 -2.514  0.26
H8 0.474 4.353 -0.113  0.24
H9 0.700 3.088 -1.274  0.19
C3 0.446 -2.895 3.763  -0.63
C4 1.593 -2.702 2.721  -0.07
O2 0.970 -2.910 1.484  -0.76
H10 0.180 -3.952 3.750  0.22
H11 -0.440 -2.286 3.586  0.18
H12 0.851 -2.709 4.757  0.21
H13 2.351 -3.469 2.881  0.18
H14 2.095 -1.739 2.638  0.17
H15 0.699 -2.051 1.154  0.49
C5 -2.917 0.159 -4.174  -0.64
C6 -2.203 1.423 -3.545  -0.07
O3 -1.270 0.939 -2.611  -0.76
H16 -2.281 -0.645 -4.546  0.23
H17 -3.563 0.596 -4.936  0.23
H18 -3.631 -0.271 -3.471  0.21
H19 -2.955 2.093 -3.130  0.19
H20 -1.569 2.017 -4.204  0.19
H21 -0.467 0.703 -3.081  0.52
C7 -3.193 -2.884 -2.161  -0.64
C8 -2.085 -2.170 -1.320  -0.08
O4 -2.657 -1.154 -0.543  -0.74
H22 -2.787 -3.751 -2.681  0.24
H23 -3.794 -2.337 -2.887  0.22
H24 -3.957 -3.205 -1.452  0.20
H25 -1.290 -1.817 -1.977  0.21
H26 -1.694 -2.935 -0.649  0.20
H27 -3.203 -1.621 0.094  0.51
C9 3.771 2.691 2.764  -0.62
C10 2.622 2.235 1.879  -0.07
O5 2.644 0.804 2.045  -0.75
H28 4.766 2.424 2.407  0.22
H29 3.674 2.351 3.795  0.22
H30 3.734 3.776 2.862  0.20
H31 2.661 2.599 0.852  0.16
H32 1.696 2.616 2.309  0.14
H33 1.873 0.458 1.589  0.48
C11 3.725 -2.519 -2.642  -0.63
C12 3.144 -1.811 -1.468  -0.08
O6 2.129 -0.985 -2.017  -0.76
H34 4.487 -3.283 -2.486  0.22
H35 4.291 -1.801 -3.235  0.21
H36 2.963 -2.950 -3.290  0.21
H37 3.930 -1.238 -0.976  0.16
H38 2.714 -2.458 -0.704  0.17
H39 1.654 -0.700 -1.233  0.49
C13 -1.269 0.576 3.850  -0.64
C14 -2.246 -0.046 2.886  -0.07
O7 -2.449 0.830 1.852  -0.74
H40 -1.295 -0.062 4.733  0.23
H41 -1.583 1.576 4.148  0.21
H42 -0.248 0.608 3.469  0.23
H43 -3.201 -0.213 3.386  0.18
H44 -1.899 -0.936 2.361  0.19
H45 -2.874 1.600 2.236  0.50

## Properties
Multiplicity: 4
Net charge: +1
⟨S²⟩: 3.759
Frontier orbital gap (alpha / beta): 0.3092 / 0.1946 Eh
Calculated total energy: -33486.8923 eV


Record 6
Computed, not measured: C23H25N3O4S in the gas phase at a distorted geometry, with the ωB97M-V functional and the def2-TZVPD basis.

Each line ends with the natural charge from an NBO analysis.
Positions of all 56 atoms, in Å:
C1 -6.417 -0.108 -1.162  -0.62
C2 -4.899 -0.185 -1.181  -0.06
O1 -4.534 -1.331 -0.425  -0.50
C3 -3.254 -1.577 -0.070  0.28
C4 -3.106 -2.528 0.940  -0.25
C5 -1.870 -2.860 1.452  -0.17
C6 -0.731 -2.241 0.950  -0.19
C7 -0.852 -1.361 -0.123  -0.27
C8 -2.091 -1.001 -0.630  0.29
O2 -2.239 -0.105 -1.652  -0.53
C9 -1.131 0.678 -2.051  -0.07
C10 -1.658 1.797 -2.936  -0.62
H1 -2.372 2.402 -2.383  0.21
H2 -2.158 1.380 -3.806  0.21
H3 -0.835 2.424 -3.264  0.22
H4 -0.626 1.101 -1.173  0.18
H5 -0.412 0.062 -2.609  0.17
H6 0.038 -0.964 -0.583  0.23
C11 0.572 -2.521 1.595  0.68
O3 0.931 -3.616 1.970  -0.58
N1 1.396 -1.433 1.786  -0.64
C12 1.131 -0.101 1.520  0.34
C13 0.048 0.703 1.814  -0.17
C14 0.377 1.960 1.263  0.14
N2 1.566 1.952 0.704  -0.26
N3 2.028 0.697 0.851  -0.18
C15 3.300 0.368 0.357  0.10
C16 4.284 1.353 0.352  -0.19
C17 5.542 1.069 -0.134  -0.20
C18 5.853 -0.197 -0.623  -0.01
C19 4.858 -1.164 -0.630  -0.22
C20 3.588 -0.893 -0.154  -0.18
H7 2.829 -1.658 -0.203  0.22
H8 5.071 -2.149 -1.021  0.21
C21 7.226 -0.489 -1.144  -0.63
H9 7.345 -1.548 -1.359  0.22
H10 7.406 0.072 -2.061  0.22
H11 7.981 -0.191 -0.419  0.22
H12 6.301 1.838 -0.131  0.21
H13 4.036 2.334 0.728  0.24
C22 -0.671 2.995 1.346  -0.62
H14 -0.591 3.620 2.235  0.25
H15 -0.738 3.621 0.460  0.24
S1 -2.240 1.968 1.528  1.25
O4 -3.089 2.645 2.504  -0.96
C23 -1.287 0.629 2.441  -0.60
H16 -1.280 0.912 3.494  0.24
H17 -1.800 -0.321 2.316  0.25
H18 2.315 -1.658 2.149  0.42
H19 -1.775 -3.571 2.256  0.23
H20 -4.006 -2.978 1.328  0.23
H21 -4.466 0.715 -0.728  0.18
H22 -4.532 -0.277 -2.208  0.18
H23 -6.773 -0.003 -0.141  0.21
H24 -6.841 -1.014 -1.586  0.21
H25 -6.749 0.747 -1.745  0.21

## Properties
Energy relative to the best compared isomer or geometry (same formula, charge and spin): 271.4 kJ/mol
Frontier orbital gap: 0.3267 Eh
Calculated total energy: -47751.2967 eV